(1)
{
  "formula": "C10H12FN",
  "method": "wB97M-V/def2-TZVPD",
  "species": ["C", "C", "C", "C", "C", "C", "C", "C", "C", "C", "H", "H", "H", "H", "H", "H", "H", "H", "H", "H", "H", "H", "N", "F"],
  "positions_angstrom": [[-3.176454, -2.155416, 0.026103], [-1.985849, -1.242345, -0.206432], [-0.990938, -1.544522, -1.143284], [0.113217, -0.759925, -1.272958], [0.334749, 0.356926, -0.495179], [-0.610559, 0.649509, 0.479068], [-1.782901, -0.116892, 0.587946], [1.521415, 1.153557, -0.713693], [1.844418, 2.408188, 0.055769], [2.665895, 1.163037, 0.313111], [-3.061059, -3.127750, -0.393483], [-4.078901, -1.809822, -0.401170], [-3.322957, -2.285815, 1.072277], [-1.169959, -2.398039, -1.859020], [0.874254, -1.072165, -2.045320], [-0.511978, 1.432581, 1.258931], [-2.517413, 0.186128, 1.338386], [2.267307, 3.229039, -0.440695], [1.120202, 2.715420, 0.810251], [3.628139, 1.078017, -0.171047], [2.397498, 0.864006, 2.353406], [1.804425, -0.300011, 1.350804], [2.639260, 0.322272, 1.501433], [1.998188, 1.254023, -2.005206]],
  "forces_ev_per_angstrom": [[1.003, 0.458, -0.178], [-0.063, -0.213, 0.089], [-1.618, -1.273, -0.636], [1.725, -0.727, -1.818], [-0.826, 0.006, 0.258], [-0.991, 0.137, 0.899], [0.463, 0.066, 0.131], [2.054, 1.687, 0.955], [-0.958, -1.228, 1.216], [0.060, -0.406, -0.345], [0.538, -0.790, -0.381], [-1.037, 0.823, -0.411], [-0.230, -0.049, 0.906], [0.409, 0.880, 1.009], [-0.860, 0.642, 0.898], [0.205, -0.310, -0.996], [0.187, -0.268, -0.177], [0.641, 0.756, -0.846], [0.222, -0.189, -0.022], [0.091, 0.475, -0.215], [0.324, -0.351, -0.824], [1.139, 0.451, 0.574], [-2.135, 0.023, 0.125], [-0.345, -0.597, -0.210]],
  "homo_energy_ha": -0.3248,
  "max_force_ev_per_a": 2.8,
  "smiles": "Cc1ccc([C@@]2(F)C[C@H]2N)cc1"
}

---

(2)
{
  "formula": "C10H12N",
  "method": "wB97M-V/def2-TZVPD",
  "species": ["C", "C", "C", "C", "C", "C", "C", "C", "C", "C", "N", "H", "H", "H", "H", "H", "H", "H", "H", "H", "H", "H", "H"],
  "positions_angstrom": [[0.259031, -0.169101, -1.273304], [-0.181467, -1.327833, -0.588921], [2.223958, -1.313749, -0.112465], [-2.859449, -0.574077, 0.278031], [0.884919, -1.687460, 0.389607], [-2.030073, 0.594517, -0.418225], [1.380736, -0.296204, 0.663226], [-0.906053, 0.536060, 0.608019], [-1.438567, -0.824194, -0.100003], [1.013540, 1.970953, -0.126572], [0.591289, 0.610163, -0.086403], [-0.074577, 0.301890, -2.173148], [3.030114, -1.738627, 0.515329], [2.595508, -1.298905, -1.174475], [-3.128248, -0.464533, 1.292452], [-3.616767, -1.069242, -0.364568], [0.531962, -2.465238, 1.116929], [-2.230098, 1.235094, -1.271556], [1.700378, 0.094467, 1.569890], [-0.794335, 0.821131, 1.727640], [1.190221, 2.278769, 0.860040], [1.847832, 2.307952, -0.824448], [0.010144, 2.478173, -0.507072]],
  "forces_ev_per_angstrom": [[0.981, 0.497, -0.703], [-0.204, -1.696, -1.540], [1.869, -0.624, 0.760], [0.340, -0.093, -2.547], [-2.071, -1.031, 0.061], [0.684, -2.070, 2.744], [1.925, -1.908, -0.429], [-0.056, -0.195, -0.490], [-0.846, 3.248, 1.461], [-1.954, 2.916, -3.192], [-1.915, -0.250, -0.636], [-0.320, 0.216, -0.079], [-0.446, 0.497, -0.257], [-1.163, 0.318, 1.017], [-0.284, 0.071, 1.048], [0.508, 0.501, 0.478], [1.169, 0.909, -0.460], [0.019, -0.391, 0.141], [0.548, 0.366, 1.621], [-0.610, -0.464, -1.990], [0.346, 0.629, 1.312], [-0.919, -1.161, 0.921], [2.398, -0.287, 0.761]],
  "homo_energy_ha": [-0.4744, -0.4647],
  "charge": 1,
  "max_force_ev_per_a": 4.7,
  "smiles": "C[N@@+]12C=C([C@H]3C[C@H]31)[C@]13C[C@H]1[C@@H]32"
}

---

ΔE to the lowest compared entry with this formula, charge and spin? In order: 15.96 213.75 kcal per mole.